Entry 1:
DFT (ωB97M-V with the def2-TZVPD basis set) results for C3H8N4 in the gas phase.

2S+1 = 1
Net charge = 0
ΔE to the lowest compared entry with this formula, charge and spin = 127.5 kcal per mole
Orbital gap (alpha / beta) = 0.297 / 0.315 Eh
M = 100.1 g mol⁻¹
LUMO (alpha / beta) = 0.735 / 0.883 eV

Bonds (Å) are listed after each position.
Cartesian coordinates (Å):
1 C -1.26027 0.45275 -0.21293  C2 1.594, N4 1.357, H8 1.152, H9 1.144
2 C 0.31506 0.22653 -0.29827  C1 1.594, C3 1.581, N6 1.371, H10 1.203
3 C 0.96608 1.41915 0.51035  C2 1.581, H11 1.191, H12 1.177, H13 1.166
4 N -1.82805 -0.31535 0.75132  C1 1.357, N5 1.150
5 N -1.35221 -1.16200 1.36718  N4 1.150
6 N 0.68845 -0.94800 0.30128  C2 1.371, N7 1.357
7 N 0.71036 -2.01308 -0.53918  N6 1.357, H14 0.960, H15 1.037
8 H -1.62318 1.54591 -0.18816  C1 1.152
9 H -1.71507 0.30746 -1.25209  C1 1.144
10 H 0.76939 0.38976 -1.40032  C2 1.203
11 H 2.15383 1.47487 0.43611  C3 1.191
12 H 0.86583 1.27847 1.67494  C3 1.177
13 H 0.43663 2.40296 0.17676  C3 1.166
14 H 0.04001 -2.11118 -1.21945  N7 0.960
15 H 0.83313 -2.94823 -0.10754  N7 1.037



Entry 2:
DFT (ωB97M-V with the def2-TZVPD basis set) results for C17H26N2O2 in the gas phase.

2S+1 = 1
Net charge = 0
ΔE to the lowest compared entry with this formula, charge and spin = 15.0 kcal per mole
Orbital gap = 0.327 Eh
Structure (SMILES) = CC[C@H](Oc1ccccc1C)C(=O)N1CCCN(C)CC1
M = 290.4 g mol⁻¹
LUMO = 0.820 eV

Bonds (Å) are listed after each position.
Cartesian coordinates (Å):
1 C 2.98358 3.11769 -1.04417  C2 1.524, H22 1.087, H23 1.087, H24 1.087
2 C 1.53369 2.94895 -0.60732  C1 1.524, C3 1.534, H25 1.091, H26 1.091
3 C 1.35507 1.71259 0.28384  C2 1.534, O4 1.414, C12 1.537, H27 1.101
4 O 1.67983 0.56697 -0.47876  C3 1.414, C5 1.367
5 C 1.67091 -0.65908 0.12522  O4 1.367, C6 1.388, C10 1.404
6 C 1.35202 -0.88280 1.45764  C5 1.388, C7 1.386, H28 1.078
7 C 1.34770 -2.17467 1.96039  C6 1.386, C8 1.381, H29 1.080
8 C 1.66113 -3.24394 1.14497  C7 1.381, C9 1.386, H30 1.079
9 C 1.98912 -3.01696 -0.18251  C8 1.386, C10 1.383, H31 1.080
10 C 2.00076 -1.73872 -0.70959  C5 1.404, C9 1.383, C11 1.498
11 C 2.35173 -1.47855 -2.14206  C10 1.498, H32 1.087, H33 1.089, H34 1.089
12 C -0.04718 1.72857 0.91356  C3 1.537, O13 1.222, N14 1.348
13 O -0.16174 2.19566 2.03675  C12 1.222
14 N -1.11006 1.28147 0.21613  C12 1.348, C15 1.453, C21 1.443
15 C -2.38702 1.22854 0.90734  N14 1.453, C16 1.531, H35 1.092, H36 1.092
16 C -2.67964 -0.18330 1.42286  C15 1.531, C17 1.538, H37 1.091, H38 1.092
17 C -3.37201 -1.10499 0.40430  C16 1.538, N18 1.452, H39 1.092, H40 1.099
18 N -2.92209 -1.02974 -0.97410  C17 1.452, C19 1.443, C20 1.438
19 C -3.84032 -0.41157 -1.89995  N18 1.443, H41 1.091, H42 1.101, H43 1.090
20 C -1.53151 -0.73435 -1.19288  N18 1.438, C21 1.548, H44 1.096, H45 1.092
21 C -1.11490 0.75496 -1.12746  N14 1.443, C20 1.548, H46 1.087, H47 1.097
22 H 3.62815 3.25962 -0.17992  C1 1.087
23 H 3.08245 3.98218 -1.69590  C1 1.087
24 H 3.31584 2.23404 -1.58260  C1 1.087
25 H 1.20870 3.82030 -0.03634  C2 1.091
26 H 0.89383 2.85724 -1.48646  C2 1.091
27 H 2.05214 1.79932 1.13196  C3 1.101
28 H 1.10258 -0.06444 2.11368  C6 1.078
29 H 1.09436 -2.33514 2.99775  C7 1.080
30 H 1.65376 -4.24964 1.53671  C8 1.079
31 H 2.24025 -3.85013 -0.82301  C9 1.080
32 H 2.63629 -2.39976 -2.64320  C11 1.087
33 H 3.17630 -0.77002 -2.20289  C11 1.089
34 H 1.50385 -1.03843 -2.66577  C11 1.089
35 H -2.31514 1.91867 1.75040  C15 1.092
36 H -3.17399 1.57311 0.23258  C15 1.092
37 H -3.32186 -0.11822 2.30251  C16 1.091
38 H -1.73363 -0.62330 1.74452  C16 1.092
39 H -4.44404 -0.89715 0.41009  C17 1.092
40 H -3.23600 -2.13994 0.74748  C17 1.099
41 H -4.78558 -0.95460 -1.87183  C19 1.091
42 H -4.05375 0.65011 -1.70308  C19 1.101
43 H -3.43146 -0.49711 -2.90645  C19 1.090
44 H -1.27572 -1.09552 -2.19580  C20 1.096
45 H -0.94248 -1.30691 -0.47365  C20 1.092
46 H -0.12610 0.85320 -1.56721  C21 1.087
47 H -1.81775 1.34774 -1.72562  C21 1.097



Entry 3:
DFT (ωB97M-V with the def2-TZVPD basis set) results for 2 unconnected molecules or ions with the total composition CH2N2O2.

2S+1 = 1
Net charge = 0
ΔE to the lowest compared entry with this formula, charge and spin = 95.0 kcal per mole
Orbital gap = 0.401 Eh
Structure (SMILES) = N#[N+][O-].C=O
M = 74.0 g mol⁻¹
LUMO = 0.987 eV

Bonds (Å) are listed after each position.
Cartesian coordinates (Å):
1 N -0.98744 -0.96061 -0.22240  N2 1.101
2 N -1.94757 -0.42751 -0.15055  N1 1.101, O3 1.128
3 O -2.93914 0.10674 -0.08608  N2 1.128
4 C 1.44984 0.21871 0.11457  O5 1.176, H6 1.123, H7 1.130
5 O 1.03833 1.30646 0.29044  C4 1.176
6 H 1.91391 -0.21314 1.04116  C4 1.123
7 H 1.47207 -0.03065 -0.98714  C4 1.130



Entry 4:
DFT (ωB97M-V with the def2-TZVPD basis set) results for C3H8N2O in the gas phase.

2S+1 = 1
Net charge = 0
ΔE to the lowest compared entry with this formula, charge and spin = 20.5 kcal per mole
Orbital gap = 0.380 Eh
Structure (SMILES) = CC(=O)NCN
M = 88.1 g mol⁻¹
LUMO = 0.965 eV

Bonds (Å) are listed after each position.
Cartesian coordinates (Å):
1 C 1.76834 -0.75521 -1.39128  C2 1.508, H7 1.091, H8 1.087, H9 1.075
2 C 0.42215 -0.15312 -1.07647  C1 1.508, O3 1.211, N4 1.372
3 O -0.31398 0.24516 -1.95171  C2 1.211
4 N 0.15219 -0.02711 0.26319  C2 1.372, C5 1.474, H10 1.012
5 C -1.14304 0.60484 0.57284  N4 1.474, N6 1.430, H11 1.093, H12 1.099
6 N -1.44446 0.43004 1.96002  C5 1.430, H13 1.005, H14 1.008
7 H 2.47582 0.05975 -1.22852  C1 1.091
8 H 2.05374 -1.42885 -0.58667  C1 1.087
9 H 1.97585 -1.20318 -2.34643  C1 1.075
10 H 0.18725 -0.86713 0.82646  N4 1.012
11 H -1.19074 1.59803 0.11913  C5 1.093
12 H -1.88815 0.04539 -0.01053  C5 1.099
13 H -2.34400 0.77728 2.24301  N6 1.005
14 H -0.71100 0.67412 2.60697  N6 1.008



Entry 5:
DFT (ωB97M-V with the def2-TZVPD basis set) results for 9 unconnected molecules or ions with the total composition C34H59Br2N3O5.

2S+1 = 1
Net charge = 0
ΔE to the lowest compared entry with this formula, charge and spin = 0.0 kcal per mole
Orbital gap = 0.313 Eh
Structure (SMILES) = c1cc[nH]c1.c1cc[nH]c1.c1cc[nH]c1.C1CCOC1.C1CCOC1.C1CCOC1.C1CCOC1.C1CCOC1.BrCCBr
M = 749.7 g mol⁻¹
LUMO = 0.362 eV

Bonds (Å) are listed after each position.
Cartesian coordinates (Å):
1 C 3.14312 0.02183 -3.49459  C2 1.426, C5 1.369, H6 1.078
2 C 3.34795 -1.32144 -3.06300  C1 1.426, C3 1.364, H7 1.078
3 C 3.86313 -2.01314 -4.11999  C2 1.364, N4 1.374, H8 1.076
4 N 4.01269 -1.13323 -5.16476  C3 1.374, C5 1.367, H9 1.003
5 C 3.63964 0.12040 -4.76636  C1 1.369, N4 1.367, H10 1.077
6 H 2.82531 0.82277 -2.84692  C1 1.078
7 H 3.21178 -1.64258 -2.04309  C2 1.078
8 H 4.15727 -3.04101 -4.24445  C3 1.076
9 H 4.32841 -1.38919 -6.08137  N4 1.003
10 H 3.73409 0.95546 -5.43963  C5 1.077
11 C 0.19181 0.23623 -1.54004  C12 1.410, C15 1.374, H16 1.079
12 C -1.16113 -0.15926 -1.56697  C11 1.410, C13 1.375, H17 1.079
13 C -1.47927 -0.58949 -0.30076  C12 1.375, N14 1.361, H18 1.076
14 N -0.39689 -0.37790 0.49753  C13 1.361, C15 1.364, H19 1.010
15 C 0.62863 0.13433 -0.24088  C11 1.374, N14 1.364, H20 1.078
16 H 0.78913 0.67177 -2.32593  C11 1.079
17 H -1.88874 -0.21692 -2.36208  C12 1.079
18 H -2.34648 -1.05066 0.13929  C13 1.076
19 H -0.35245 -0.61405 1.47853  N14 1.010
20 H 1.58832 0.27855 0.22799  C15 1.078
21 C 2.28919 4.02053 0.33151  C22 1.427, C25 1.372, H26 1.078
22 C 2.74121 5.35919 0.52845  C21 1.427, C23 1.374, H27 1.077
23 C 3.89494 5.51781 -0.20115  C22 1.374, N24 1.371, H28 1.076
24 N 4.17050 4.31768 -0.80421  C23 1.371, C25 1.375, H29 1.003
25 C 3.23784 3.38075 -0.42576  C21 1.372, N24 1.375, H30 1.074
26 H 1.34459 3.60282 0.63960  C21 1.078
27 H 2.27861 6.10026 1.15783  C22 1.077
28 H 4.59413 6.33466 -0.24019  C23 1.076
29 H 5.00569 4.07832 -1.30515  N24 1.003
30 H 3.21974 2.38863 -0.83564  C25 1.074
31 C -6.30857 2.37660 -4.17301  C32 1.531, C35 1.528, H36 1.090, H37 1.088
32 C -4.89797 2.86984 -3.84115  C31 1.531, C33 1.546, H38 1.089, H39 1.092
33 C -4.03865 1.70190 -4.37814  C32 1.546, O34 1.421, H40 1.094, H41 1.092
34 O -4.84721 0.53676 -4.29327  C33 1.421, C35 1.422
35 C -6.17127 0.87855 -3.90419  C31 1.528, O34 1.422, H42 1.096, H43 1.089
36 H -6.44157 2.55726 -5.23995  C31 1.090
37 H -7.01529 2.93314 -3.56117  C31 1.088
38 H -4.63071 3.04262 -2.80005  C32 1.089
39 H -4.64246 3.77289 -4.39877  C32 1.092
40 H -3.15937 1.57948 -3.73951  C33 1.094
41 H -3.69108 1.86600 -5.40005  C33 1.092
42 H -6.31768 0.70454 -2.83208  C35 1.096
43 H -6.88175 0.30897 -4.50061  C35 1.089
44 C -0.34527 -0.68346 -5.04209  C45 1.519, C48 1.535, H49 1.090, H50 1.089
45 C -1.70660 -0.94956 -5.66153  C44 1.519, C46 1.544, H51 1.089, H52 1.090
46 C -1.76538 0.14721 -6.74659  C45 1.544, O47 1.425, H53 1.093, H54 1.095
47 O -0.93064 1.21735 -6.31167  C46 1.425, C48 1.427
48 C -0.30538 0.85018 -5.08256  C44 1.535, O47 1.427, H55 1.099, H56 1.093
49 H 0.49548 -1.03193 -5.64160  C44 1.090
50 H -0.25168 -0.97667 -3.99742  C44 1.089
51 H -2.51031 -0.80379 -4.94114  C45 1.089
52 H -1.74295 -1.92709 -6.14181  C45 1.090
53 H -2.81005 0.43173 -6.89488  C46 1.093
54 H -1.36862 -0.22775 -7.69572  C46 1.095
55 H -0.84130 1.30116 -4.23631  C48 1.099
56 H 0.71398 1.23861 -5.02196  C48 1.093
57 C -3.09309 -4.25885 0.36265  C58 1.539, C61 1.528, H62 1.085, H63 1.092
58 C -3.31202 -5.52905 1.20411  C57 1.539, C59 1.524, H64 1.091, H65 1.095
59 C -4.02745 -4.97545 2.43050  C58 1.524, O60 1.410, H66 1.100, H67 1.089
60 O -4.84237 -3.93589 1.93807  C59 1.410, C61 1.424
61 C -4.29215 -3.39122 0.74329  C57 1.528, O60 1.424, H68 1.091, H69 1.094
62 H -3.01583 -4.50794 -0.69087  C57 1.085
63 H -2.16276 -3.83674 0.74962  C57 1.092
64 H -2.36964 -6.04216 1.40075  C58 1.091
65 H -3.94493 -6.27093 0.70693  C58 1.095
66 H -3.28157 -4.63646 3.16498  C59 1.100
67 H -4.66772 -5.71054 2.91573  C59 1.089
68 H -4.05117 -2.33689 0.88611  C61 1.091
69 H -5.07174 -3.45943 -0.02065  C61 1.094
70 C -1.45419 0.92116 7.35099  C71 1.526, C74 1.536, H75 1.092, H76 1.089
71 C -1.39444 2.13066 6.42247  C70 1.526, C72 1.555, H77 1.089, H78 1.089
72 C -0.81968 3.23851 7.35037  C71 1.555, O73 1.417, H79 1.091, H80 1.096
73 O -0.34895 2.59869 8.52382  C72 1.417, C74 1.435
74 C -0.26551 1.18609 8.28640  C70 1.536, O73 1.435, H81 1.085, H82 1.093
75 H -1.32133 -0.03203 6.83404  C70 1.092
76 H -2.38837 0.90476 7.90965  C70 1.089
77 H -2.38633 2.39921 6.06325  C71 1.089
78 H -0.71842 1.97801 5.58267  C71 1.089
79 H -1.56529 3.98289 7.63330  C72 1.091
80 H -0.01299 3.76716 6.82883  C72 1.096
81 H -0.38274 0.69670 9.24747  C74 1.085
82 H 0.66685 0.99476 7.74863  C74 1.093
83 C 3.15193 -0.28390 5.04581  C84 1.517, C87 1.531, H88 1.092, H89 1.088
84 C 3.37145 -1.74707 4.71186  C83 1.517, C85 1.536, H90 1.094, H91 1.087
85 C 2.11110 -2.09156 3.90442  C84 1.536, O86 1.455, H92 1.088, H93 1.094
86 O 1.11125 -1.12804 4.34004  C85 1.455, C87 1.411
87 C 1.65175 -0.30425 5.35009  C83 1.531, O86 1.411, H94 1.098, H95 1.091
88 H 3.28986 0.36738 4.17968  C83 1.092
89 H 3.77692 0.06398 5.86627  C83 1.088
90 H 3.30619 -2.36934 5.60920  C84 1.094
91 H 4.28328 -1.98819 4.17161  C84 1.087
92 H 1.72480 -3.09315 4.08371  C85 1.088
93 H 2.24645 -1.91264 2.83376  C85 1.094
94 H 1.50228 -0.67333 6.37347  C87 1.098
95 H 1.18986 0.68176 5.27629  C87 1.091
96 Br 4.42103 0.43303 0.85366  C97 1.943
97 C 5.80547 -0.52163 -0.11935  Br96 1.943, C98 1.499, H100 1.085, H101 1.088
98 C 5.70627 -1.99002 0.16684  C97 1.499, Br99 1.963, H102 1.086, H103 1.086
99 Br 6.26529 -2.39524 2.00464  C98 1.963
100 H 6.77865 -0.14403 0.17601  C97 1.085
101 H 5.58539 -0.29863 -1.16086  C97 1.088
102 H 6.34954 -2.60902 -0.45236  C98 1.086
103 H 4.69458 -2.37881 0.10145  C98 1.086



Entry 6:
DFT (ωB97M-V with the def2-TZVPD basis set) results for 2 unconnected molecules or ions with the total composition C5H9N.

2S+1 = 1
Net charge = 0
ΔE to the lowest compared entry with this formula, charge and spin = 161.8 kcal per mole
Orbital gap (alpha / beta) = 0.246 / 0.302 Eh
M = 83.1 g mol⁻¹
LUMO (alpha / beta) = 0.287 / 0.927 eV

Bonds (Å) are listed after each position.
Cartesian coordinates (Å):
1 C -1.40496 -0.04740 1.37157  N4 1.388, H9 1.087, H10 1.085
2 C 0.41898 0.02970 -1.27476  C3 1.484, C5 1.549, H11 1.085, H12 1.088
3 C 0.57091 -0.62762 0.04682  C2 1.484, C5 1.551, H13 1.187, H14 1.090
4 N -2.17516 0.65404 0.45386  C1 1.388, H7 1.010, H8 1.011
5 C 1.84082 -0.10743 -0.67595  C2 1.549, C3 1.551, C6 1.262
6 C 3.07454 0.01123 -0.91541  C5 1.262, H15 1.076
7 H -1.89068 1.60484 0.26774  N4 1.010
8 H -2.40942 0.15882 -0.39538  N4 1.011
9 H -1.16355 0.51795 2.26749  C1 1.087
10 H -1.75457 -1.05572 1.56956  C1 1.085
11 H 0.13024 1.07525 -1.27797  C2 1.085
12 H 0.14155 -0.54956 -2.15327  C2 1.088
13 H 0.14668 -0.05308 0.99539  C3 1.187
14 H 0.49084 -1.71422 0.06796  C3 1.090
15 H 3.98380 0.10322 -0.34764  C6 1.076